Record 1
C3H5BrN3O | the ωB97M-V functional and the def2-TZVPD basis

Properties
lowest unoccupied orbital energy = -5.360 eV
net charge = +1
calculated total energy = -79742.127 eV
SMILES string = [NH2+]=C1C=N[C@H](Br)ON1
frontier orbital gap = 9.191 eV

The geometry in XYZ format:
```
13
Properties=species:S:1:pos:R:3:forces:R:3
N -0.549 0.753 -1.911 0.2 1.6 -1.0
C -0.155 0.211 -0.813 -2.3 -3.2 2.2
C -1.202 -0.420 0.090 2.7 -0.5 2.3
N -0.758 -0.830 1.240 -1.9 0.7 -1.6
C 0.535 -0.720 1.744 0.1 2.2 -3.2
Br 0.598 0.809 2.889 0.3 -0.4 -0.3
O 1.615 -0.649 0.485 -1.2 -1.0 3.3
N 1.082 0.032 -0.504 -0.3 1.4 -0.9
H -1.557 0.860 -1.931 0.3 0.7 -1.0
H 0.164 1.295 -2.425 -1.4 -0.2 -0.3
H -2.277 -0.470 -0.127 0.5 0.0 -0.2
H 0.852 -1.602 2.152 1.0 -2.0 1.3
H 1.652 0.731 -0.889 1.9 0.7 -0.6
```
Positions in Å, forces in eV/Å.

***

Record 2
C2H4I2S | the ωB97M-V functional and the def2-TZVPD basis

Properties
lowest unoccupied orbital energy = -0.489 eV
calculated total energy = -29174.334 eV
frontier orbital gap = 8.824 eV

The geometry in XYZ format:
```
9
Properties=species:S:1:pos:R:3:forces:R:3
C 0.731 -0.987 -0.031 -0.8 2.0 0.6
C -0.183 0.412 -0.282 1.3 -1.0 1.2
S -1.669 0.399 0.839 0.1 -0.7 -0.7
I -0.840 0.250 -2.305 -0.1 0.1 -0.1
I 0.862 2.335 0.023 -0.1 -1.0 -0.2
H 1.378 -1.199 -0.920 -0.6 0.2 0.9
H 1.326 -0.951 0.948 -0.9 0.1 -1.5
H -0.111 -1.695 0.077 0.8 -0.1 -0.2
H -1.493 1.436 1.651 0.5 0.3 -0.1
```
Positions in Å, forces in eV/Å.

***

> Which of these has the lowest lowest unoccupied orbital energy?

C3H5BrN3O